ORCA calculation (ωB97M-V/def2-TZVPD) on a structure of composition C30H35MoN9O4PS3 in a non-equilibrium geometry.

```
83
Properties=species:S:1:pos:R:3:forces:R:3:mulliken_charge:R:1
Mo -2.11528 -0.33014 0.45166 -0.141 0.230 -0.202 0.34
C -5.31993 -0.44977 -4.14206 -0.709 -0.972 -1.363 -1.10
N -5.34352 -0.27955 -2.71237 1.056 0.773 1.799 0.16
C -6.57276 -0.54516 -2.02542 -1.102 2.033 2.132 -1.20
C -4.21001 -0.08586 -1.98081 2.010 -0.868 -1.227 0.28
N -4.00864 -0.23307 -0.69610 -0.335 0.157 0.015 -0.16
N -3.05662 0.14437 -2.80406 -1.007 -0.096 0.890 0.05
C -1.74021 0.43549 -2.52282 1.397 1.219 0.253 0.61
N -1.01313 1.10272 -3.49441 0.028 -0.441 0.457 -0.44
N -1.20968 0.22544 -1.36071 -1.575 -0.779 -0.152 0.06
H -6.30877 -0.70124 -4.60690 0.625 0.110 1.124 0.35
H -4.65387 -1.26998 -4.42340 0.027 0.088 -0.014 0.42
H -5.05454 0.43537 -4.68473 0.409 0.746 -0.146 0.40
H -6.76448 -1.57421 -1.96119 -0.492 -1.493 -0.082 0.45
H -7.37845 0.01076 -2.48211 -0.271 -0.282 -0.668 0.40
H -6.70069 -0.11431 -0.96128 1.031 -0.603 -1.470 0.34
H -4.84117 -0.55687 -0.21800 -0.059 0.103 -0.065 -0.06
H -3.32307 0.41705 -3.70748 -0.190 0.447 -1.280 0.15
H -1.17925 0.96693 -4.49631 0.145 0.145 0.776 0.24
H -0.07714 1.45540 -3.19217 -1.242 -0.750 -0.628 0.16
H -0.22253 0.34771 -1.25923 0.985 0.231 -0.359 -0.20
O 0.94968 -0.58225 3.14485 -0.059 -0.097 0.249 -0.84
S 1.13485 -0.35536 1.73629 -0.365 -1.741 0.172 1.51
O -0.16198 -0.73459 1.01869 0.316 0.157 0.084 -0.01
O 1.55646 0.95486 1.36713 0.193 1.209 -0.626 -0.78
C 2.36065 -1.51460 1.13126 -0.655 0.217 0.377 -0.47
C 2.64511 -2.55938 1.98900 0.700 -1.042 0.309 -0.51
C 3.62827 -3.51582 1.65162 -1.350 1.578 1.198 -1.01
C 4.28967 -3.36927 0.45929 0.639 -1.327 0.029 -0.67
C 3.99458 -2.37945 -0.42863 -1.093 2.311 -0.067 -0.63
C 3.01586 -1.37593 -0.08078 1.239 -0.764 -1.596 0.59
P 2.58231 -0.12007 -1.38446 -0.392 0.231 -0.230 0.28
C 3.67647 -0.61035 -2.78665 0.371 0.081 0.692 -0.37
C 3.30167 -1.59941 -3.67884 -1.289 -1.344 -1.905 0.21
C 4.12490 -2.03456 -4.73142 -0.209 1.541 1.480 -0.93
C 5.39596 -1.46962 -4.85141 -0.347 -1.762 -1.377 -0.31
C 5.84268 -0.56266 -3.96965 -1.357 1.574 2.913 -1.02
C 4.96342 -0.12400 -2.92255 1.251 -0.424 -1.265 0.30
C 3.32322 1.46033 -0.79699 -0.651 -0.721 -1.596 0.72
C 2.77825 2.68161 -1.34418 -0.078 -1.631 0.698 -0.59
C 3.27933 3.84675 -0.86247 1.241 0.586 1.114 -0.65
C 4.25146 3.80308 0.17943 0.536 0.025 -0.395 -0.58
C 4.89742 2.62282 0.56024 -1.208 -0.147 -0.582 -0.82
C 4.42561 1.38413 0.02518 1.016 1.649 0.670 0.25
H 2.14815 -2.63245 2.95478 0.083 0.099 -0.266 0.56
H 3.87495 -4.21442 2.43828 0.173 -0.388 -0.404 0.42
H 5.05110 -4.08909 0.21424 0.279 -0.102 -0.134 0.44
H 4.55620 -2.25219 -1.36295 -0.347 -0.296 0.534 0.30
H 2.29241 -2.07432 -3.72172 0.685 0.640 0.645 0.25
H 3.72554 -2.71043 -5.45120 0.011 -0.526 -0.330 0.46
H 6.02324 -1.84698 -5.63503 0.344 0.056 -0.348 0.40
H 6.81710 -0.13193 -3.89895 0.587 -0.036 -0.596 0.46
H 5.41030 0.57453 -2.24783 -0.200 0.427 0.436 0.36
H 1.93253 2.72141 -2.06477 0.802 -0.439 0.466 0.07
H 3.01478 4.80367 -1.29059 -0.285 0.058 0.200 0.49
H 4.59668 4.73869 0.62928 -0.131 -0.264 -0.279 0.42
H 5.71213 2.67386 1.27164 -0.023 -0.119 -0.050 0.42
H 5.00091 0.45756 0.24896 -0.944 0.630 -0.118 0.42
N -1.77975 4.32253 2.44310 -0.791 0.460 -0.055 -0.42
C -1.28103 3.22267 1.91003 -0.243 -1.314 0.019 0.71
N -0.09169 2.87253 2.32995 0.593 -0.640 -0.882 -0.27
S -2.32349 2.31108 0.82511 0.448 -0.023 0.200 -0.32
H -1.18973 5.01528 2.88626 -0.335 -0.139 0.034 0.22
H -2.78226 4.36697 2.47217 -0.078 0.650 -0.034 0.22
H 0.24743 3.42225 3.10507 0.566 -0.294 -0.080 0.20
H 0.50159 2.14570 1.84560 -0.403 0.793 0.704 0.35
S -1.97729 -3.96005 0.31361 -0.005 -1.065 0.075 0.02
C -2.20742 -2.49347 0.36308 0.258 1.478 -0.368 0.45
N -0.56154 -1.43986 5.71932 0.014 -0.559 1.381 -0.21
C -1.86738 -1.19052 5.97663 0.703 0.239 -0.376 0.31
O -2.34627 -1.25263 7.08117 -0.551 -0.009 0.041 -0.60
C -2.69957 -0.78617 4.76496 -1.354 0.374 0.824 0.16
C -3.99163 -0.23805 4.99286 0.649 -0.895 -1.541 -0.51
C -4.80121 0.01726 3.87975 0.260 -0.456 0.804 -0.80
C -4.31316 -0.19425 2.59706 0.266 1.030 1.166 -0.39
N -3.04240 -0.57284 2.39206 -0.510 -0.443 0.543 0.45
C -2.29927 -0.95274 3.46449 0.677 0.273 -0.893 -0.24
H 0.03382 -1.70219 6.51211 -0.546 0.247 -0.551 0.24
H -0.11449 -1.23275 4.86538 0.481 0.304 -0.931 0.30
H -4.38460 -0.12727 5.97998 0.093 0.145 0.556 0.54
H -5.81906 0.33956 4.06163 0.053 0.092 -0.303 0.45
H -4.92821 0.16320 1.78762 0.164 -0.266 -0.452 0.54
H -1.29949 -1.32146 3.20182 -0.480 0.121 0.224 0.21
```
Positions in Å, forces in eV/Å.

Output
Gap between HOMO and LUMO (spin up / spin down) in eV: 6.57 / 5.70
Total charge: +2
DFT total energy in hartree: -3561.659259
2S+1: 4
LUMO (spin up / spin down) in eV: -5.85 / -6.73
E_HOMO (spin up / spin down) in eV: -12.42 / -12.43